This record from OMol25 describes a molecular structure, C38H65N7O7PZr. The level of theory is the ωB97M-V functional and the def2-TZVPD basis.

Structure (ORCA input):
```
! RIJCOSX wB97M-V def2-TZVPD def2/J DEFGRID3
* xyz -1 1
N 1.187 1.976 0.647
O -1.679 -0.486 -1.241
C -3.155 -6.832 3.470
C -3.842 0.505 0.525
C -3.066 -1.761 6.021
H 0.134 0.410 -6.840
H 2.164 4.377 -4.383
H -1.386 3.893 0.113
H 3.443 0.371 -3.375
H -3.129 -0.203 0.115
C -1.235 -0.586 2.352
H 2.252 3.152 -5.652
H -2.293 3.768 1.650
H -3.018 -3.770 5.298
C 3.021 2.735 3.344
H 3.546 3.585 3.789
O -1.087 -1.368 1.360
C 0.574 1.103 -6.117
H 3.412 1.823 3.787
H 0.512 3.632 -1.256
H 1.962 2.818 3.597
H 1.036 4.675 -2.586
H 2.947 4.241 0.250
H -5.203 -5.253 2.444
C 2.437 -0.484 3.441
H 2.646 -0.434 -1.565
H -2.277 3.547 -2.262
H 3.966 0.854 -0.277
H -5.010 -7.252 4.495
C -1.805 -1.650 -1.762
C 4.684 2.532 1.494
H -0.584 4.852 -1.937
H -1.878 -8.539 3.613
C -4.412 -7.634 3.666
H -0.771 -3.402 -1.868
H -3.005 0.336 6.511
H 5.296 3.257 2.040
H -1.440 -0.562 -5.260
H 1.927 -1.437 3.280
H -1.557 -2.979 2.045
C -1.536 3.296 1.018
C -3.230 -5.448 3.263
C -0.667 3.862 -4.508
H 2.061 -0.757 -4.785
H -1.509 0.003 -3.592
C -1.921 -7.468 3.460
C 2.707 0.172 1.176
H 1.742 4.333 1.520
C -0.818 -5.381 3.069
H 0.332 -2.497 0.015
C -4.571 -4.774 3.194
H -4.620 0.725 -0.204
N 3.279 -0.929 -0.923
H -5.048 -7.599 2.778
H -1.654 1.944 -1.824
H -0.556 3.242 1.489
C -2.266 -2.392 3.828
H -1.809 1.124 -4.931
H 1.635 1.171 -6.345
H -4.177 -8.678 3.870
H -1.298 4.728 -4.286
H 2.858 3.947 -2.146
C -2.806 -2.734 5.075
H -1.216 3.243 -5.215
H 0.865 -1.185 -3.546
O 3.350 -0.203 2.404
O -3.190 1.759 0.834
H 4.876 2.689 0.428
H 2.744 2.341 -1.444
C -0.393 3.123 -3.190
H -3.490 -2.059 6.974
C 0.999 -0.793 -4.553
H -2.381 2.206 -3.397
H 3.249 0.849 -5.061
H 0.228 4.233 -5.002
C -2.793 -0.423 5.771
H 1.319 -2.038 -1.239
N 3.709 -0.046 0.113
H 4.205 2.837 -2.337
C 2.651 3.452 -4.685
H -5.101 -4.837 4.147
C -1.751 2.664 -2.638
O -2.819 -2.132 -2.252
H -1.936 0.937 4.339
H 1.672 0.294 3.547
H 0.204 -7.253 3.237
C 3.206 2.757 1.820
N 0.748 0.866 -1.922
C -2.047 -4.727 3.080
H 0.082 -4.796 2.926
H 0.126 2.081 -6.296
C 2.796 4.143 1.324
P 0.795 1.661 -3.254
C 3.467 1.214 -4.060
O 1.582 -0.560 0.995
H 4.111 -1.235 -1.414
N -0.614 -2.408 -1.779
H 0.532 -1.493 -5.250
C 0.192 4.120 -2.180
C 2.538 2.356 -3.617
Zr 0.015 0.282 -0.032
N 0.374 -1.998 -0.870
O -0.800 0.587 2.279
C 2.284 1.690 1.184
H 4.489 1.602 -4.069
C 3.113 2.902 -2.302
H 3.396 4.906 1.829
C 0.299 0.564 -4.707
C -1.932 -1.042 3.592
N -2.072 -3.333 2.847
C -0.754 -6.749 3.248
C -1.207 0.278 -4.601
H -4.471 -3.725 2.930
H 3.019 -0.537 4.364
H -4.288 0.166 1.459
H 3.712 3.684 -4.828
C -2.212 -0.085 4.560
C -1.936 1.935 0.561
H 5.019 1.533 1.766
*
```

- Lowest unoccupied orbital energy: 2.5 eV
- HOMO level: -0.164 Eh
- F_max: 0.0157 hartree/bohr
- HOMO-LUMO gap: 0.25401 hartree
- DFT total energy: -75799.326 eV